[1]
Here is a structure of composition C36H10Cl5F15GeN3O2RhS at a distorted geometry from the OMol25 dataset. Energies are from ωB97M-V/def2-TZVPD.

```
! wB97M-V def2-TZVPD RIJCOSX def2/J DEFGRID3
* xyz 0 5
H 0.50810 -4.35259 2.67813
C -4.69360 -3.73089 0.92403
C 0.04600 3.23001 -2.46597
C -3.05120 -2.41479 -0.27877
C -3.71320 -2.74489 0.88653
Cl -1.66270 3.36441 -2.34797
H 2.81980 -4.46749 3.60863
C -2.89860 1.19141 -4.43067
C 2.55210 -1.16789 2.94573
C 0.04960 -2.26589 -0.68867
S -1.52180 0.25991 1.35013
C 2.82340 3.09461 -2.51557
C 1.27970 -1.65499 -0.83647
H -1.32390 5.68771 2.56713
H 4.10040 -2.30919 3.85303
O 0.04420 2.14691 -0.38957
C -1.55910 0.84601 -4.27167
Cl 2.94950 1.95831 -0.07077
F 1.32020 -0.31399 -0.78917
C -0.47530 3.73111 2.40173
F 1.19990 -5.71459 -0.87807
C 2.13370 3.65321 -3.59547
C -0.44830 5.07681 2.71843
Rh 0.86350 1.02031 1.38953
H 0.77990 6.66671 3.46453
H -0.38290 -2.15929 1.95313
C -5.01610 -4.41019 -0.24727
N 2.47230 1.18131 2.84633
C 2.40560 -3.52829 3.27743
N 1.34580 -1.13269 2.38233
F -2.70340 -2.82509 -2.54937
H 3.21710 2.51201 4.26103
F 0.12070 -0.21269 -3.01177
H 2.75230 5.17771 3.80843
F 3.57730 -4.41589 -1.20337
C 0.63380 -2.24849 2.32183
O 4.32510 0.22471 3.74883
F -5.10350 1.18811 -3.57387
C 2.12580 2.60451 -1.42787
C 1.12450 -3.47129 2.74903
C -2.04250 -0.13459 -2.10927
F -4.62690 -4.78459 -2.54967
C 3.11950 -2.35039 3.40663
F -4.23210 -0.05849 -1.30247
F -3.36550 -2.13509 2.02253
C -3.38470 -3.11269 -1.42467
C 0.06690 -3.65099 -0.67217
F -0.66000 1.17471 -5.20237
C 1.82640 4.79591 3.40273
C 1.23780 -4.38129 -0.86457
F -5.29720 -4.04609 2.07193
F -3.30270 1.82721 -5.52657
H -1.36110 3.24951 2.00763
C 2.87820 2.50661 3.21473
C -3.81580 0.87271 -3.43117
C 2.45420 -3.72449 -1.03177
H 3.72600 2.86671 2.60773
C 0.70500 2.61961 -1.35977
C 3.23380 0.14821 3.19783
N 0.58810 2.95491 2.56403
C 2.47840 -2.33519 -0.99357
C 0.73490 3.72501 -3.55747
F -1.06510 -4.32849 -0.43037
C 1.72060 3.45091 3.05863
C 0.72800 5.61711 3.22223
Cl -0.12040 4.43871 -4.86237
Ge -1.58610 -1.05469 -0.38607
C -1.15790 0.17111 -3.12337
C -3.36340 0.23991 -2.28327
F 3.62590 -1.66529 -1.09507
C -4.34790 -4.10909 -1.43367
F -5.94030 -5.36929 -0.23197
Cl 2.99370 4.28401 -4.93107
Cl 4.53530 3.02321 -2.53747
*
```

Results
Kohn-Sham gap (alpha / beta)   7.5034 / 4.3778 eV
LUMO level (alpha / beta)   -0.01430 / -0.14202 Ha


[2]
Here is a cluster of 19 separate species, C36H110O19 in total at a distorted geometry from the OMol25 dataset. Energies are from ωB97M-V/def2-TZVPD.

```
! wB97M-V def2-TZVPD RIJCOSX def2/J DEFGRID3
* xyz 0 1
H 11.89094 -0.87156 -9.82500
H 13.95413 0.38936 -10.72218
H 9.51636 -7.44671 -9.23623
H 9.61500 -4.18407 -14.56440
H 7.64209 -7.70454 -5.87165
H 2.07207 -0.63283 -13.70617
H 14.03884 -0.24957 -9.06898
O 6.13392 -7.41107 -7.97787
O 5.83654 -4.39223 -11.87815
O 4.43464 0.12497 -8.60083
O 9.20762 0.69807 -6.67405
O 6.72218 3.05332 -10.54685
H 11.61959 -2.19109 -12.14242
H 4.68454 -8.68803 -12.95671
H 7.95640 -8.11800 -12.04685
H 2.52940 2.17520 -13.72533
H 6.28969 3.31341 -9.73349
C 6.14649 -6.51671 -6.90293
H 6.60833 -6.77547 -4.79460
H 8.86560 -9.37482 -11.19042
O 2.13087 -2.14690 -6.21171
H 12.10281 -3.18432 -9.92752
C 9.59927 -6.37352 -9.40792
H 7.37218 0.50197 -13.21858
H 13.36640 -2.02797 -12.41407
H 8.71684 0.17462 -11.12751
C 8.59785 -4.24818 -14.17786
H 7.09615 -9.05140 -14.77247
O 10.11582 -1.91487 -6.21119
H 1.37771 -5.31896 -10.93114
H 7.05064 -7.64267 -8.14395
H 9.92246 3.47157 -6.30939
H 0.98246 -3.95196 -13.39280
H 11.84636 0.22900 -6.27830
H 8.46824 -6.42618 -14.70152
H 10.36684 -4.63821 -11.37781
H 7.37428 -10.79787 -14.96431
C 9.22213 -2.87319 -6.75922
C 3.27086 -7.94204 -10.48101
H 7.01534 -3.17684 -6.46181
H 9.86124 -4.18107 -5.08388
C 6.37634 -2.10318 -11.33388
H 6.30219 -1.81497 -12.38247
H 3.49271 1.32901 -11.75174
H 1.62373 -2.91728 -5.95565
H 4.35241 -0.54026 -14.72088
H 12.45229 -6.00771 -11.37750
H 10.36008 1.07809 -8.17169
H 7.87240 -2.36575 -5.17702
C 6.62467 -7.34166 -5.72587
C 3.82323 0.39977 -14.56456
C 3.22095 0.32749 -12.08521
H 4.59602 0.57395 -7.77100
H 8.67898 -6.08957 -9.91835
O 7.41139 0.92123 -8.67358
H 12.31552 1.90002 -6.67093
C 4.77731 -5.98275 -6.62512
H 7.10327 -4.15396 -9.56980
H 9.41861 -8.55569 -12.67941
H 6.09035 -8.29089 -5.76531
C 9.87080 2.97601 -7.27886
H 6.60990 1.31132 -8.32474
O 4.30996 -1.45780 -4.42231
H 14.82057 -1.08260 -10.44492
H 4.06791 -0.33487 -11.90622
H 3.48051 -1.35578 -8.86597
H 7.44896 -2.21828 -11.17784
H 2.74532 -7.24824 -11.13716
H 10.90201 -6.78458 -11.82312
O 2.97382 -2.15812 -8.74044
C 11.53429 1.27273 -6.24165
H 8.93714 -4.99995 -6.17149
H 9.47809 -11.03157 -13.14315
H 4.24213 -5.65969 -7.51804
H 6.84964 -2.78274 -14.26788
C 6.06863 -3.81658 -9.50816
O 3.89757 0.83323 -5.71145
H 2.77836 -5.03222 -11.97533
H 8.17363 -5.24957 -15.92120
H 4.49796 -6.88072 -12.89598
C 4.74797 -7.89329 -10.92949
O 10.65757 -4.48185 -10.47636
C 7.80531 -10.11246 -12.98837
C 9.21762 1.46819 -12.77441
H 3.58623 -1.76100 -4.97050
H 2.82879 -2.20499 -7.79545
C 12.68562 -1.30985 -10.42872
C 8.09750 1.14017 -13.72329
H 11.33953 1.52027 -5.19815
H 9.05118 2.38043 -12.20151
H 7.60446 1.43207 -9.45972
C 7.84841 -2.50413 -6.25793
H 4.18072 -6.80622 -6.23256
H 4.58143 0.79483 -9.26864
C 4.97117 -7.76081 -12.46052
C 8.56735 -9.01170 -12.17392
H 6.92423 -5.60835 -14.68240
O 5.31356 -6.71395 -10.41698
O 0.91585 -2.87646 -10.15934
H 4.56859 -3.04233 -10.92992
C 9.71295 -4.23434 -6.16243
C 5.62181 -3.32288 -10.94090
H 6.03833 -1.30629 -10.67144
H 6.81455 -10.34000 -12.59502
H 2.35581 0.02203 -11.49672
H 10.22783 0.60157 -11.09608
H 2.87932 -4.77898 -10.20970
H 7.63324 -4.49763 -12.52045
C 13.94524 -0.51969 -10.12082
H 3.08989 -7.74655 -9.42406
O 8.55222 -4.48374 -12.79772
H -0.25399 -3.69316 -12.07981
H 5.31264 -8.71098 -10.48156
O 1.98570 1.38405 -13.73416
O 8.59764 -11.29765 -12.86820
C 0.64779 -3.32322 -12.56770
H 6.27231 3.55287 -11.22824
H 8.56421 0.68861 -7.38646
H 7.62925 2.08713 -13.99183
C 2.72582 0.22318 -13.53894
H 7.55423 -1.55866 -6.71360
H 2.96279 0.73035 -5.53305
H 9.82548 -0.63624 -12.35977
H 4.30880 0.08753 -5.27436
H 10.65088 -4.54812 -6.62058
H 8.39276 -2.14034 -13.75752
H 4.78687 -5.21701 -5.84946
H 12.25655 -0.67791 -12.50512
H 6.04067 -2.98815 -8.80034
H 5.52432 -4.66729 -9.09814
H 1.56184 -2.65246 -9.48546
H 2.40767 -2.60602 -11.47965
C 11.59053 -6.56327 -11.00761
H 5.70027 -6.89900 -9.55801
H 11.93337 -7.48337 -10.53433
H 6.78340 -5.65125 -7.08577
C 7.98823 -5.46188 -14.86827
C 9.51793 0.28170 -11.85886
H 9.38364 -5.89389 -8.45316
H 5.50844 -5.22618 -11.53393
H 10.69669 3.44267 -7.81573
C 7.92193 -2.83044 -14.45764
H 1.66958 -1.41119 -5.80900
H 8.39244 0.57826 -14.60951
H 3.91608 -1.31643 -3.56144
H 8.93074 3.20915 -7.77889
C 2.24628 -4.68024 -11.09151
C 10.92037 -5.75942 -9.90175
H 8.09667 -2.42085 -15.45253
H 11.11665 2.06171 -13.15394
C 1.58954 -3.30850 -11.32060
C 10.28800 1.46797 -7.15637
H 9.68221 -1.07750 -6.39119
O 10.33436 1.69911 -13.57601
H 11.64299 -5.63871 -9.09469
H 8.70291 -9.71530 -14.91373
H 3.43379 0.79271 -15.50373
H 4.48870 1.18149 -14.19831
H 2.87750 -8.95223 -10.59448
H 0.43377 -2.29031 -12.84225
C 7.72265 -9.89071 -14.47054
C 12.49629 -1.57681 -11.93714
H 9.15689 -2.75134 -7.84041
O 12.85946 -2.59914 -9.84600
H 6.03590 -7.68347 -12.68069
*
```

Results
Kohn-Sham gap   8.5405 eV
LUMO level   -0.02375 Ha


[3]
Here is a cluster of 18 separate species, C36H117N9O18 in total at a distorted geometry from the OMol25 dataset. Energies are from ωB97M-V/def2-TZVPD.

```
! wB97M-V def2-TZVPD RIJCOSX def2/J DEFGRID3
* xyz 0 1
H 0.48807 -5.21621 0.42220
H 2.36852 -4.63277 2.94746
O 1.27022 0.13591 0.77056
H -0.22214 7.01320 -1.53144
H -6.28016 0.42392 0.33164
H 2.64749 5.24401 -0.81821
H 8.05873 -2.58811 6.99453
O 1.93410 -4.05160 -0.52109
O -3.19130 1.54309 2.28308
H 2.12975 -0.09663 -4.41663
C 0.36717 -0.89606 0.32993
C -0.83349 -1.38229 -1.84947
H 6.09027 -1.27325 5.38982
H -6.24581 4.12535 -1.19928
H 4.22707 0.43075 4.18838
C -6.02498 2.31982 -0.68817
H 5.49388 1.38879 6.75354
H 3.70596 1.10703 -0.22227
O -1.11999 -3.10143 2.68141
H -3.30933 -1.97285 -0.11261
H -4.77840 -1.70379 -0.91799
H 2.10852 -3.15386 2.98737
H -3.85609 2.55337 4.67394
O -4.73727 0.69065 -2.04883
H 5.27253 -0.78016 6.92924
H -1.34709 1.38526 -6.18342
H -1.17842 4.28283 -3.89583
H -4.96546 -4.71509 1.95537
H -0.59359 -0.62898 0.77006
O 4.83351 -4.80833 4.24260
H 0.26803 0.49625 2.55799
H 1.24974 6.87162 1.90813
C 1.68221 4.44065 3.06982
N -4.91154 4.28760 4.21873
H 0.27615 2.05296 -5.54919
C -4.08973 0.34083 -3.30417
H 1.57916 -3.21185 -0.81275
C -1.21847 -0.53650 -6.75691
H 2.11544 3.47623 3.33498
C 4.28290 1.05419 5.08074
N 6.69769 1.59819 5.04702
H 0.66278 4.23595 3.39685
H 4.68182 -0.43123 -1.81617
C 0.82671 2.87536 -2.37886
C -4.43258 2.99394 3.86052
N -2.72234 -6.83223 0.58153
C 0.90286 5.96981 1.40363
H -0.32191 -3.02476 3.20431
N -0.67636 0.84137 -6.70725
H 1.74034 2.28176 -2.34686
H -4.76293 2.65241 -2.46650
H 3.98492 -3.00339 4.31285
H 0.03825 -1.18192 -8.40458
H 0.28122 0.26638 -1.47470
C 5.65201 0.90775 5.78830
C 1.25718 0.53090 2.10139
H -3.51128 -2.54360 -1.83926
C -3.26388 3.56513 -5.18899
H -2.50729 -0.28862 -8.67395
H 3.43404 0.63065 5.61755
N 0.75240 2.45143 -4.75263
H 0.60734 -1.91026 0.64902
C -0.07579 2.44561 -3.56695
O 3.42501 2.90813 0.41060
H 6.46874 2.55806 5.26227
O -2.17221 2.71923 -4.75104
N 1.50486 -1.48843 -1.62262
H -1.46299 1.71798 1.17640
H -0.08169 5.83688 1.85206
C -5.67082 2.08798 3.74042
H -2.89526 4.48743 -5.63797
H 6.59575 -4.72462 5.39288
H -3.63690 3.14639 -6.12366
C 0.26394 -3.70725 -7.94461
H 3.84175 -2.62489 0.45090
H -0.13990 -4.57537 1.64158
O 0.95546 -2.62025 4.34924
H 2.73516 3.31428 0.93536
H -2.29449 -6.89599 -0.33115
N -0.01760 7.21770 -0.56374
H -1.69329 -2.41178 3.01600
C -3.96533 -2.42703 -0.85522
H -3.80962 -0.71256 -3.30484
H 2.88847 -3.33820 -3.90811
H -0.86540 7.24067 -0.01529
H 6.68145 -2.16255 8.14047
C -6.90254 1.23949 -0.03659
C -4.47610 -5.68483 1.86474
H -3.88000 -5.84692 2.76279
H 1.55204 1.56186 2.29697
C 2.10456 6.18616 -0.89361
H 1.63636 1.97558 -4.64183
H -0.83691 1.12618 -7.66287
O 1.34743 -0.64460 -4.47943
H -4.15876 3.29790 1.81321
H -4.61696 -6.39703 -0.17797
H -2.77783 -1.64669 -7.70526
H -2.87662 -4.98412 -1.06525
O 1.70670 4.76302 1.72768
H 5.27589 -2.22898 1.30816
H 2.69179 7.02446 -0.51875
C -2.51216 1.44249 1.06941
H 3.76867 -1.51577 1.97004
H 5.58183 -3.02755 3.54852
H 8.24143 -1.46001 8.35879
H 1.48354 -1.24836 -2.60344
H -2.94569 2.07003 0.29072
C 0.32368 -0.77226 -1.14680
C -0.20078 -1.51162 -7.39351
H 2.02500 6.43534 -1.95176
H -1.44518 -0.93184 -5.76675
H -2.63731 3.50990 2.77715
H 4.39508 -4.43391 1.70959
O 7.29140 -0.56859 6.88312
H 2.23312 -3.88809 0.37338
H -0.70157 -1.42770 -2.93051
H 4.16254 2.81594 1.01374
H 1.28972 -3.43348 -7.69776
H -2.61963 0.39007 0.80681
H 0.73063 -0.12424 -4.99422
C -3.85578 -5.98732 0.48599
C -2.49544 -0.59670 -7.62847
H -4.22720 4.74290 4.80565
H 2.72801 0.03153 0.20057
C 4.20352 -2.36704 1.44625
H -3.30414 -0.18615 -7.02387
H -4.84153 0.48581 -4.07997
H 0.77078 -1.79358 4.79504
H -1.06921 -2.39395 -1.51920
H 2.14361 5.21067 3.68811
H -7.65353 0.83042 -0.71244
H 0.80108 -1.38125 -6.98439
H 1.87140 -2.40757 -4.53374
H -2.59666 -4.21968 0.52338
H 1.81284 -0.25348 2.61529
C -3.53055 2.90701 2.61362
C 5.52478 -4.90768 5.48013
H 0.29752 2.62705 -1.45886
H -6.23272 1.84214 -2.78255
H 6.00483 0.01457 -2.40166
C 4.65683 -3.58791 3.68438
C 3.95835 -3.62099 2.28970
H 0.14555 -4.75708 -7.67638
O 5.32802 -0.65712 -2.48522
H -1.68651 -0.72436 -1.68340
H 1.05999 3.93129 -2.51557
O 2.11048 -3.33194 -4.46573
H -0.27444 1.38374 -3.42180
H 2.35502 -1.06934 -1.27377
C 6.04761 -0.54509 6.19980
H -3.20384 0.93014 -3.54085
H -6.22543 2.35104 2.83970
N 2.49937 -3.83074 2.34770
H -5.40068 1.04043 3.60713
H -1.89228 3.21444 -2.73639
C 7.55945 -1.82404 7.59036
H -5.71860 4.22739 4.82300
O -0.00240 -5.42260 1.21786
H 0.14545 -3.59089 -9.02188
N -6.85625 3.42626 -0.80086
H -6.36447 2.25581 4.56430
H -5.18394 2.54175 -0.03128
H 5.14049 -4.12896 6.13893
H 4.10637 2.06293 4.70742
C -3.34845 -4.63897 -0.14528
H -5.28630 -6.40073 2.00316
O -4.43958 -3.71092 -0.39950
H 0.25849 5.21577 -0.60828
H 7.50892 1.33729 5.58918
O 3.50744 0.17752 -0.33553
C 0.78221 6.06317 -0.16586
H -2.03980 -6.31056 1.11266
O -0.65538 -2.90656 -7.35012
H 1.20433 -3.22122 5.05147
H -7.12846 3.79137 0.10064
H -4.06441 3.77565 -4.47982
C -1.38675 3.23064 -3.70193
C -5.42361 1.89000 -2.05376
H 5.48619 -5.85488 6.01811
H -7.33052 1.53861 0.92020
*
```

Results
Kohn-Sham gap   7.7308 eV
LUMO level   -0.01727 Ha